(1)
{
  "formula": "C6H15NO2",
  "method": "the ωB97M-V functional and the def2-TZVPD basis",
  "spin_multiplicity": 2,
  "relative_energy_kcal_mol": 28.06,
  "orbital_gap_ev": [10.30, 5.37],
  "charge": 1,
  "s_squared": 0.769,
  "symbols": ["C", "C", "C", "N", "C", "C", "C", "O", "H", "H", "H", "H", "H", "H", "H", "H", "H", "H", "H", "H", "H", "H", "H", "O"],
  "coordinates": [[1.679, -1.030, 1.280], [2.625, -1.334, 0.130], [0.535, -0.146, 0.905], [-0.804, -0.651, 1.077], [-1.545, 0.290, -1.151], [-1.823, 0.035, 0.327], [-2.240, 1.406, 0.963], [0.688, 0.891, 0.307], [2.299, -0.384, 1.942], [1.319, -1.914, 1.806], [3.685, -1.301, 0.344], [2.459, -2.274, -0.403], [2.399, -0.658, -0.713], [-1.166, -0.806, 2.021], [-1.118, 1.285, -1.269], [-1.025, -0.536, -1.648], [-2.468, 0.154, -1.744], [-2.710, -0.632, 0.362], [-2.860, 1.226, 1.841], [-2.919, 1.985, 0.343], [-1.384, 2.070, 1.169], [0.754, 0.652, -2.251], [2.247, 0.656, -2.740], [1.373, 1.014, -2.897]],
  "nbo_charge": [-0.523, -0.608, 0.677, -0.277, -0.657, -0.104, -0.600, -0.343, 0.280, 0.245, 0.252, 0.237, 0.214, 0.435, 0.251, 0.234, 0.265, 0.274, 0.232, 0.263, 0.246, 0.457, 0.475, -0.925]
}

***

(2)
{
  "formula": "C6H15NO2PS2",
  "method": "the ωB97M-V functional and the def2-TZVPD basis",
  "spin_multiplicity": 1,
  "relative_energy_kcal_mol": 41.21,
  "orbital_gap_ev": 8.70,
  "charge": 1,
  "symbols": ["C", "C", "C", "C", "C", "C", "N", "O", "O", "P", "S", "S", "H", "H", "H", "H", "H", "H", "H", "H", "H", "H", "H", "H", "H", "H", "H"],
  "coordinates": [[-1.225, -0.444, -1.358], [-4.083, -0.889, -3.587], [2.768, -0.914, 0.862], [3.274, -0.612, 3.651], [-0.425, 2.999, 2.256], [-1.842, -1.590, -3.499], [-1.290, -1.201, -2.269], [-0.965, -0.022, -0.295], [-3.136, -1.973, -3.343], [1.964, -0.374, 2.439], [0.784, 2.443, 0.946], [2.353, 1.790, 2.158], [-3.495, 0.108, -3.562], [-4.663, -0.746, -2.633], [-4.654, -1.110, -4.524], [2.431, -2.008, 0.651], [3.903, -0.705, 1.126], [2.598, -0.236, 0.019], [3.588, 0.345, 4.111], [4.067, -0.995, 2.948], [2.965, -1.240, 4.393], [-0.279, 4.054, 2.234], [-0.351, 2.504, 3.210], [-1.299, 2.808, 1.689], [-1.862, -0.776, -4.265], [-1.271, -2.447, -3.957], [0.147, 1.231, 0.602]],
  "nbo_charge": [0.864, -0.277, -0.970, -0.956, -0.671, 0.084, -0.486, -0.608, -0.525, 0.782, 0.435, -0.169, 0.166, 0.202, 0.219, 0.270, 0.235, 0.248, 0.261, 0.246, 0.258, 0.248, 0.268, 0.238, 0.182, 0.211, 0.243]
}

***

(3)
{
  "formula": "C6H15NO3",
  "method": "the ωB97M-V functional and the def2-TZVPD basis",
  "spin_multiplicity": 1,
  "relative_energy_kcal_mol": 60.21,
  "smiles": "N/C=C/CCCC=O.O.O",
  "orbital_gap_ev": 8.76,
  "symbols": ["N", "C", "C", "C", "C", "C", "C", "O", "H", "H", "H", "H", "H", "H", "H", "H", "H", "H", "H", "O", "H", "H", "O", "H", "H"],
  "coordinates": [[0.279, 0.683, -3.667], [0.454, 0.054, -2.443], [-0.320, 0.245, -1.375], [-0.273, -0.626, -0.148], [-0.549, 0.185, 1.118], [-2.031, 0.639, 1.271], [-2.135, 2.128, 1.101], [-3.135, 2.793, 1.035], [1.058, 0.859, -4.283], [-0.205, 1.574, -3.640], [1.196, -0.735, -2.506], [-0.917, 1.152, -1.345], [-0.858, -1.545, -0.165], [0.763, -0.985, -0.062], [-0.389, -0.488, 1.967], [0.126, 1.029, 1.224], [-2.583, 0.218, 0.413], [-2.644, 0.164, 2.032], [-1.161, 2.613, 0.888], [0.973, -1.541, 3.426], [1.465, -1.537, 4.236], [1.302, -1.952, 2.635], [3.563, -1.665, -0.514], [2.917, -1.364, 0.124], [3.104, -1.900, -1.322]],
  "nbo_charge": [-0.806, 0.024, -0.308, -0.410, -0.409, -0.547, 0.449, -0.518, 0.374, 0.368, 0.171, 0.190, 0.208, 0.179, 0.238, 0.203, 0.242, 0.251, 0.093, -0.976, 0.494, 0.487, -0.935, 0.468, 0.470]
}

***

(4)
{
  "formula": "C6H15NO3",
  "method": "the ωB97M-V functional and the def2-TZVPD basis",
  "spin_multiplicity": 1,
  "relative_energy_kcal_mol": 75.03,
  "orbital_gap_ev": 10.22,
  "symbols": ["C", "N", "C", "O", "C", "O", "C", "C", "C", "H", "H", "H", "H", "H", "H", "H", "H", "H", "H", "H", "H", "H", "H", "O", "H"],
  "coordinates": [[-1.542, 1.216, -2.386], [-1.433, -0.025, -1.637], [-0.216, -0.822, -1.760], [0.162, -1.218, -2.876], [0.829, -0.410, -0.732], [0.271, -0.432, 0.555], [0.824, 0.481, 1.502], [-0.122, 0.502, 2.687], [2.244, 0.090, 1.886], [-1.256, 1.048, -3.431], [-2.579, 1.567, -2.351], [-0.887, 1.981, -1.949], [-1.804, 0.071, -0.695], [1.673, -1.113, -0.823], [1.181, 0.602, -0.992], [0.838, 1.481, 1.031], [-0.169, -0.490, 3.160], [0.226, 1.228, 3.433], [-1.132, 0.789, 2.366], [2.273, -0.952, 2.234], [2.937, 0.200, 1.041], [2.600, 0.739, 2.697], [-2.190, -1.454, -1.340], [-1.509, -2.489, -1.271], [-1.220, -2.591, -0.350]],
  "nbo_charge": [-0.402, -0.736, 0.724, -0.573, -0.165, -0.560, 0.106, -0.618, -0.641, 0.227, 0.208, 0.174, 0.390, 0.200, 0.192, 0.158, 0.215, 0.214, 0.214, 0.217, 0.214, 0.217, 0.503, -0.945, 0.467]
}

***

(5)
{
  "formula": "C6H15NO3P",
  "method": "the ωB97M-V functional and the def2-TZVPD basis",
  "spin_multiplicity": 1,
  "relative_energy_kcal_mol": 46.40,
  "smiles": "CC(C)[C@@H]([NH+](C)C)P(=O)([O-])[O-]",
  "orbital_gap_ev": 6.57,
  "charge": -1,
  "symbols": ["C", "C", "C", "C", "N", "C", "C", "P", "O", "O", "O", "H", "H", "H", "H", "H", "H", "H", "H", "H", "H", "H", "H", "H", "H", "H"],
  "coordinates": [[-1.846, 1.573, -0.791], [-0.878, 0.962, 0.098], [0.049, 2.036, 0.783], [-0.187, -0.095, -0.746], [0.842, -1.025, 0.258], [1.776, -1.680, -0.649], [0.022, -2.063, 0.938], [-1.500, -1.363, -1.635], [-2.002, -0.741, -2.923], [-2.454, -1.595, -0.539], [-0.526, -2.484, -1.916], [-1.218, 2.192, -1.391], [-2.636, 2.235, -0.327], [-2.407, 1.041, -1.630], [-1.320, 0.310, 0.823], [1.037, 1.632, 1.109], [-0.345, 2.431, 1.691], [0.122, 2.813, 0.094], [0.640, 0.405, -1.307], [1.349, -0.484, 0.938], [1.200, -1.981, -1.503], [2.553, -0.931, -0.848], [2.251, -2.544, -0.122], [-0.599, -1.665, 1.645], [-0.598, -2.467, 0.209], [0.734, -2.856, 1.171]],
  "nbo_charge": [-0.636, -0.314, -0.604, -0.304, -0.383, -0.442, -0.442, 2.410, -1.198, -1.223, -1.253, 0.180, 0.191, 0.309, 0.217, 0.170, 0.201, 0.203, 0.169, 0.383, 0.321, 0.177, 0.178, 0.208, 0.305, 0.177]
}

***

(6)
{
  "formula": "C6H15NP",
  "method": "the ωB97M-V functional and the def2-TZVPD basis",
  "spin_multiplicity": 1,
  "relative_energy_kcal_mol": 21.55,
  "orbital_gap_ev": 7.47,
  "charge": 1,
  "symbols": ["C", "C", "C", "C", "C", "C", "N", "P", "H", "H", "H", "H", "H", "H", "H", "H", "H", "H", "H", "H", "H", "H", "H"],
  "coordinates": [[1.609, 2.198, 1.437], [0.827, 1.129, 1.223], [1.380, -2.162, -0.834], [-2.039, -0.417, 1.293], [-2.199, 0.466, -1.515], [0.230, 0.860, -0.036], [1.819, -0.788, -0.752], [-1.074, -0.272, -0.265], [1.967, 2.444, 2.422], [1.867, 2.877, 0.642], [0.565, 0.482, 2.050], [2.180, -2.838, -1.152], [1.027, -2.486, 0.145], [0.564, -2.237, -1.553], [-2.439, 0.549, 1.596], [-1.417, -0.826, 2.086], [-2.861, -1.109, 1.118], [-2.602, 1.413, -1.158], [-3.018, -0.227, -1.702], [-1.657, 0.624, -2.445], [0.558, 1.438, -0.890], [2.555, -0.666, -0.062], [2.160, -0.453, -1.647]],
  "nbo_charge": [-0.197, -0.327, -0.435, -0.925, -0.916, -0.256, -0.746, 0.959, 0.228, 0.207, 0.228, 0.222, 0.207, 0.212, 0.248, 0.252, 0.267, 0.246, 0.264, 0.255, 0.242, 0.382, 0.381]
}

***

(7)
{
  "formula": "C6H15NS",
  "method": "the ωB97M-V functional and the def2-TZVPD basis",
  "spin_multiplicity": 1,
  "relative_energy_kcal_mol": 56.84,
  "smiles": "CCCN[C@H](C)CS",
  "orbital_gap_ev": 9.74,
  "symbols": ["C", "C", "C", "N", "C", "C", "C", "S", "H", "H", "H", "H", "H", "H", "H", "H", "H", "H", "H", "H", "H", "H", "H"],
  "coordinates": [[-0.029, 2.333, 2.173], [-0.326, 0.812, 1.788], [-0.945, 0.869, 0.341], [-1.175, -0.417, -0.237], [0.048, -0.748, -1.064], [-0.180, -0.806, -2.587], [0.759, -1.866, -0.524], [2.501, -1.441, 0.185], [0.446, 2.863, 1.356], [-0.884, 2.936, 2.353], [0.507, 2.296, 3.146], [0.663, 0.317, 1.798], [-0.910, 0.325, 2.600], [-0.385, 1.645, -0.230], [-2.010, 1.402, 0.541], [-2.072, -0.590, -0.575], [0.649, 0.206, -1.036], [-0.876, -0.030, -2.996], [0.668, -0.928, -3.283], [-0.640, -1.730, -2.921], [0.138, -2.320, 0.508], [1.039, -2.561, -1.367], [3.013, -2.570, 0.030]],
  "nbo_charge": [-0.618, -0.408, -0.212, -0.650, -0.134, -0.632, -0.473, -0.080, 0.200, 0.199, 0.212, 0.199, 0.207, 0.177, 0.182, 0.380, 0.210, 0.221, 0.227, 0.203, 0.263, 0.225, 0.101]
}

***

(8)
{
  "formula": "C6H15NSi",
  "method": "the ωB97M-V functional and the def2-TZVPD basis",
  "spin_multiplicity": 1,
  "relative_energy_kcal_mol": 66.73,
  "orbital_gap_ev": 8.10,
  "symbols": ["C", "C", "C", "C", "C", "C", "N", "Si", "H", "H", "H", "H", "H", "H", "H", "H", "H", "H", "H", "H", "H", "H", "H"],
  "coordinates": [[-1.492, 0.942, -0.006], [-2.643, -0.929, 1.283], [1.821, -1.058, 1.117], [1.380, -0.724, -2.020], [2.109, 1.784, -0.100], [-2.504, -0.259, -0.104], [-2.048, 2.038, 0.120], [1.164, 0.069, -0.252], [-2.144, -1.911, 1.405], [-3.692, -1.194, 1.425], [-2.259, -0.333, 1.990], [1.601, -0.716, 2.102], [1.375, -2.099, 1.086], [2.841, -1.235, 0.893], [2.256, -1.324, -2.104], [0.542, -1.513, -2.147], [1.514, 0.031, -2.718], [2.235, 2.248, 0.803], [3.091, 1.514, -0.596], [1.848, 2.456, -0.837], [-3.436, 0.253, -0.388], [-2.178, -0.853, -0.939], [-1.382, 2.815, -0.013]],
  "nbo_charge": [0.191, -0.604, -1.133, -1.100, -1.080, -0.497, -0.711, 1.415, 0.200, 0.214, 0.206, 0.249, 0.244, 0.238, 0.234, 0.250, 0.237, 0.234, 0.223, 0.232, 0.211, 0.204, 0.346]
}

***

(9)
{
  "formula": "C6H15O2",
  "method": "the ωB97M-V functional and the def2-TZVPD basis",
  "spin_multiplicity": 2,
  "relative_energy_kcal_mol": 46.40,
  "orbital_gap_ev": [11.07, 8.37],
  "s_squared": 0.755,
  "symbols": ["C", "O", "C", "C", "C", "C", "C", "H", "H", "H", "H", "H", "H", "H", "H", "H", "H", "H", "H", "H", "H", "H", "O"],
  "coordinates": [[-2.135, 0.656, -0.567], [-2.816, 0.570, 0.547], [-0.687, -0.043, -0.450], [0.461, 0.989, -0.833], [1.232, 1.437, 0.348], [1.458, 0.397, -1.907], [0.678, 0.260, -3.314], [-2.610, 0.099, -1.381], [-2.018, 1.694, -0.765], [-0.683, -0.142, 0.727], [-0.707, -0.951, -0.885], [0.043, 1.921, -1.289], [2.202, 2.067, 0.249], [0.549, 1.949, 1.029], [1.620, 0.567, 0.844], [1.907, -0.587, -1.653], [2.118, 1.068, -2.117], [-0.095, -0.568, -3.070], [1.420, -0.172, -4.098], [0.290, 1.233, -3.791], [1.722, -4.216, 5.271], [1.625, -2.893, 4.758], [1.139, -3.474, 5.266]],
  "nbo_charge": [-0.113, -0.303, -0.377, -0.222, -0.610, -0.370, -0.626, 0.209, 0.147, 0.222, 0.206, 0.199, 0.216, 0.211, 0.201, 0.198, 0.187, 0.200, 0.209, 0.216, 0.460, 0.457, -0.917]
}

***

Molar mass readings, ordered: 133.2, 228.3, 149.2, 149.2, 180.2, 132.2, 133.3, 129.3, 119.2 g/mol